6 unconnected molecules or ions with the total composition C21H53NO6 at a distorted geometry. Source: the OMol25 dataset; level of theory: wB97M-V/def2-TZVPD.

E_tot   -1337.95429 Ha
Energy above the lowest of the compared OMol25 structures with the same formula, charge and spin   83.8 kcal/mol
SMILES   CC1(C)CCCC(C)(C)N1O.CC(C)O.CC(C)O.CC(C)O.CC(C)O.O
2S+1   1
Orbital gap   8.186 eV
Maximum force   0.081 Eh/bohr

Last column: Löwdin charge in e.
Positions of all 81 atoms, in Å:
1 C 6.14826 -1.84645 20.46819  -0.01
2 C 5.78102 -3.35143 20.06148  -0.46
3 C 4.65571 -3.41216 19.00906  -0.04
4 C 7.01519 -4.07241 19.37034  -0.12
5 C 8.13296 -4.53865 20.31081  -0.21
6 C 7.59386 -5.31704 21.46773  -0.17
7 C 6.41361 -4.66845 22.19963  -0.46
8 C 5.75745 -5.81620 23.02539  -0.03
9 C 7.01105 -3.63260 23.15595  -0.04
10 N 5.41522 -4.06015 21.27280  -0.16
11 O 4.34644 -3.47902 21.84893  -0.01
12 H 7.00849 -1.69645 21.12058  0.06
13 H 6.20863 -1.26009 19.55132  0.07
14 H 5.32110 -1.44960 21.05676  0.07
15 H 4.44955 -4.46561 18.81979  0.08
16 H 3.73687 -2.93223 19.34596  0.08
17 H 4.83477 -3.01808 18.00869  0.08
18 H 6.62987 -4.93379 18.82478  0.11
19 H 7.67134 -3.44151 18.77072  0.11
20 H 8.77517 -5.24469 19.78434  0.12
21 H 8.68491 -3.66993 20.66965  0.11
22 H 8.52351 -5.41371 22.02853  0.12
23 H 7.34035 -6.32021 21.12500  0.11
24 H 6.24761 -6.01125 23.97922  0.08
25 H 5.54641 -6.75918 22.52108  0.08
26 H 4.85042 -5.39058 23.45464  0.07
27 H 7.60925 -4.03033 23.97575  0.09
28 H 6.17993 -3.01680 23.49965  0.08
29 H 7.62369 -2.83362 22.73833  0.06
30 H 3.63827 -4.03161 21.51022  0.11
31 C -1.91031 1.40888 19.80424  -0.06
32 C -0.80013 2.16785 20.62346  -0.44
33 C -1.47377 3.05829 21.70837  -0.06
34 O -0.14869 0.99989 21.12078  -0.08
35 H -2.77747 1.96705 19.45126  0.07
36 H -2.36030 0.67125 20.46871  0.08
37 H -1.41424 0.85593 19.00659  0.07
38 H -0.09498 2.73897 20.01957  0.13
39 H -0.76798 3.68913 22.24874  0.07
40 H -2.01660 2.52085 22.48593  0.08
41 H -2.21577 3.71923 21.26039  0.07
42 H 0.39286 1.26648 21.86727  0.08
43 C -0.53291 5.11258 28.14983  -0.06
44 C -0.70814 5.95096 29.43582  -0.53
45 C -1.08595 7.37273 29.08131  -0.07
46 O -1.68751 5.42573 30.25369  -0.03
47 H -1.48971 4.74227 27.78167  0.08
48 H 0.04883 4.23038 28.41705  0.07
49 H -0.06368 5.54970 27.26845  0.08
50 H 0.25252 6.06517 29.93798  0.13
51 H -1.01885 8.04125 29.93960  0.08
52 H -2.09090 7.54244 28.69480  0.08
53 H -0.34105 7.70662 28.35901  0.08
54 H -1.65135 4.46890 30.18457  0.09
55 C 2.46284 -2.57386 30.98960  -0.05
56 C 1.17856 -1.78356 31.04481  -0.57
57 C 1.26355 -0.51793 31.97596  -0.05
58 O 0.84194 -1.46737 29.78129  -0.03
59 H 3.20873 -2.12101 30.33640  0.09
60 H 2.26134 -3.61105 30.72174  0.08
61 H 2.86503 -2.61090 32.00201  0.07
62 H 0.32397 -2.31592 31.46238  0.13
63 H 1.67233 -0.85777 32.92755  0.07
64 H 0.37234 0.10387 32.06082  0.07
65 H 2.08011 0.07487 31.56376  0.07
66 H 0.00089 -1.02890 29.92956  0.10
67 C 5.70602 7.38742 23.58221  -0.05
68 C 5.04886 6.05973 23.39197  -0.57
69 C 5.19017 5.40573 22.04581  -0.06
70 O 5.53572 5.18985 24.33218  -0.03
71 H 6.76378 7.35554 23.32098  0.09
72 H 5.70051 7.54106 24.66131  0.08
73 H 5.18343 8.23473 23.13829  0.08
74 H 3.96691 6.08007 23.52259  0.13
75 H 6.17526 4.95876 21.91197  0.08
76 H 4.98899 6.00391 21.15712  0.08
77 H 4.52868 4.53988 22.07481  0.07
78 H 5.10320 4.34191 24.20761  0.09
79 O 3.04666 0.83748 25.13583  -0.06
80 H 2.89621 -0.07327 24.88258  0.03
81 H 3.00739 0.83027 26.09219  0.03

Force components x, y, z for each atom (eV/Å):
C -1.01 -0.74 -0.71
C 2.61 1.44 -0.38
C -0.54 -0.26 0.43
C 0.56 0.21 1.09
C -1.33 -0.12 -0.19
C 0.30 -0.18 -0.64
C 1.00 -0.55 0.55
C -0.80 1.41 0.89
C -0.67 1.24 0.35
N 2.43 -2.87 -1.83
O -1.62 0.63 1.31
H 0.29 -0.41 -0.47
H 0.30 0.19 0.10
H -0.22 0.00 -0.16
H -0.20 -0.15 0.21
H -0.03 0.00 0.16
H 0.71 0.39 0.25
H 0.09 0.08 -0.23
H -1.25 0.54 -0.97
H 0.39 0.47 -0.26
H 0.23 -0.02 -0.09
H -0.59 -0.33 1.24
H -0.23 -0.07 -0.05
H 0.87 -0.19 -0.35
H 0.08 0.30 -0.28
H -0.63 -0.18 -0.41
H -0.38 -0.28 0.07
H -0.17 -0.24 0.78
H 0.33 -0.47 -0.75
H -0.54 0.15 0.36
C 0.29 0.57 0.16
C -2.47 -1.23 0.10
C 0.44 -0.05 -0.14
O 0.73 0.53 0.82
H 0.42 0.49 -0.34
H 0.29 -0.04 0.20
H -0.23 0.11 -0.15
H -0.21 0.15 -0.17
H 0.24 0.06 -0.12
H 0.08 -0.55 -0.23
H 0.14 0.07 -0.24
H 0.30 -0.11 0.14
C -0.06 -0.77 0.40
C 0.31 1.29 -2.05
C 0.19 0.76 0.11
O -0.67 -0.73 0.80
H -0.29 0.12 0.20
H 0.11 -0.21 -0.14
H 0.25 0.48 0.43
H 0.25 -0.48 0.24
H 0.13 -0.10 0.20
H -0.01 -0.52 -0.27
H -0.15 0.28 -0.11
H -0.07 -0.14 0.19
C -0.16 -0.36 1.19
C 0.16 0.41 2.98
C 1.72 -0.86 -0.86
O -1.12 1.21 -2.55
H -0.20 0.02 -0.08
H 0.11 0.10 -0.36
H 0.27 -0.06 0.01
H 0.25 -0.98 0.40
H -0.57 0.15 0.34
H -0.10 -0.34 0.03
H -0.07 0.46 -0.11
H -0.29 0.27 -0.99
C 0.18 0.27 0.98
C -1.21 0.25 -1.62
C 0.47 -0.73 -0.81
O 1.04 -1.08 1.75
H -0.06 0.05 -0.37
H -0.03 0.29 0.12
H 0.12 -0.21 -0.29
H -0.37 0.92 0.27
H 0.32 0.28 0.10
H -0.27 0.16 0.19
H -0.28 -0.04 -0.41
H 0.06 -0.18 0.11
O 0.02 0.24 -0.17
H -0.01 -0.25 -0.11
H -0.01 0.02 0.26

=====

12 unconnected molecules or ions with the total composition C21H54O18 at a distorted geometry. Source: the OMol25 dataset; level of theory: wB97M-V/def2-TZVPD.

E_tot   -2186.75342 Ha
Energy above the lowest of the compared OMol25 structures with the same formula, charge and spin   0.0 kcal/mol
SMILES   C[C@H]1COC(=O)O1.C[C@H]1COC(=O)O1.C[C@H]1COC(=O)O1.CO.CO.CO.CO.CO.CO.CO.CO.CO
2S+1   1
Orbital gap   10.013 eV
Maximum force   0.063 Eh/bohr

Last column: Löwdin charge in e.
Positions of all 93 atoms, in Å:
1 C 9.04602 10.88932 15.13543  0.01
2 C 9.96500 11.60482 14.08108  -0.27
3 C 10.34554 10.61676 12.91616  -0.03
4 O 10.08832 11.40542 11.72148  0.07
5 C 9.26642 12.37944 12.07681  -0.60
6 O 8.70630 13.02969 11.25395  0.14
7 O 9.12940 12.49180 13.40941  0.06
8 H 8.28503 10.23535 14.65552  0.09
9 H 8.58980 11.64060 15.74976  0.07
10 H 9.62616 10.22896 15.79964  0.09
11 H 10.82196 12.16740 14.40096  0.12
12 H 9.64925 9.80808 12.85228  0.10
13 H 11.36798 10.26912 12.89123  0.11
14 C 9.15616 7.67448 8.33655  -0.02
15 C 8.81618 8.67370 9.38658  -0.23
16 C 7.32009 9.10826 9.51893  -0.09
17 O 7.01817 9.03052 10.91139  0.04
18 C 8.01016 8.30670 11.54410  -0.60
19 O 8.00196 8.12758 12.72968  0.12
20 O 8.97633 8.02054 10.72775  0.09
21 H 8.53926 6.73744 8.56067  0.13
22 H 10.24129 7.52895 8.29126  0.09
23 H 8.90548 8.10425 7.36621  0.05
24 H 9.47608 9.52345 9.44614  0.14
25 H 6.53536 8.50617 9.10126  0.13
26 H 7.10484 10.11219 9.20670  0.11
27 C 8.30475 19.23399 8.48369  -0.02
28 C 8.65823 17.86236 8.03910  -0.29
29 C 8.07212 16.78227 8.91231  -0.06
30 O 7.24772 16.05595 7.98988  0.07
31 C 7.42426 16.51040 6.73274  -0.61
32 O 6.91123 15.99634 5.77126  0.13
33 O 8.27922 17.47048 6.69041  0.14
34 H 8.69111 19.95602 7.78969  0.08
35 H 8.78794 19.37658 9.45190  0.11
36 H 7.26065 19.46537 8.48957  0.09
37 H 9.72222 17.91045 8.00351  0.13
38 H 7.41563 17.16949 9.66945  0.13
39 H 8.81578 16.12202 9.34284  0.12
40 C 5.60792 13.68998 13.34707  -0.18
41 O 6.01932 14.69236 12.42363  -0.15
42 H 5.65282 12.65180 12.95645  0.08
43 H 6.23984 13.81406 14.27796  0.08
44 H 4.61085 13.86240 13.72624  0.06
45 H 6.79010 14.34260 11.88910  0.07
46 C 12.40930 10.07576 7.44276  -0.10
47 O 12.69773 11.07606 8.41173  -0.17
48 H 12.72268 10.29741 6.48778  0.06
49 H 12.82018 9.11848 7.81695  0.11
50 H 11.36227 9.91457 7.38967  0.06
51 H 12.02093 11.81651 8.36818  0.08
52 C 15.84459 10.39411 7.69951  -0.17
53 O 15.35640 10.98664 8.89205  -0.16
54 H 16.90676 10.39665 7.77732  0.06
55 H 15.53401 9.34112 7.59816  0.08
56 H 15.51770 10.91538 6.78944  0.08
57 H 14.37011 11.04740 8.76655  0.03
58 C 12.07403 16.21009 9.56383  -0.10
59 O 11.05568 15.37886 10.12919  -0.15
60 H 12.47648 15.55323 8.75899  0.09
61 H 11.61405 17.03905 9.01622  0.06
62 H 12.85487 16.49133 10.26051  0.08
63 H 11.21125 15.17469 11.03581  0.02
64 C 5.17538 13.01354 6.48584  -0.11
65 O 6.59891 12.82491 6.19100  -0.16
66 H 4.58938 13.75792 5.93882  0.08
67 H 4.60098 12.07396 6.39730  0.08
68 H 5.09321 13.26773 7.53400  0.07
69 H 6.93012 13.72570 5.91005  0.08
70 C 14.02122 10.27981 11.52592  -0.14
71 O 12.62740 10.32657 11.19695  -0.12
72 H 14.12622 10.07924 12.54745  0.06
73 H 14.53504 9.53426 10.95326  0.07
74 H 14.60174 11.17391 11.35810  0.07
75 H 12.54999 10.72842 10.34631  0.03
76 C 12.79576 13.61168 12.90958  -0.06
77 O 11.49898 14.17661 12.52692  -0.12
78 H 13.53933 14.39708 12.75411  0.09
79 H 12.83556 13.30892 13.93934  0.07
80 H 12.98127 12.69550 12.39488  0.06
81 H 11.05161 14.44396 13.32797  0.09
82 C 7.82353 9.72209 5.46803  -0.14
83 O 7.58964 10.20992 6.80855  -0.17
84 H 8.44937 10.28498 4.80375  0.07
85 H 8.25287 8.73161 5.62493  0.06
86 H 6.86575 9.57431 4.93865  0.08
87 H 7.26447 11.14652 6.63252  0.05
88 C 9.68548 13.07399 7.82567  -0.12
89 O 10.98914 13.18206 8.34126  -0.11
90 H 9.52352 13.77322 7.04975  0.07
91 H 9.42370 12.07437 7.38788  0.09
92 H 8.93402 13.15691 8.56667  0.07
93 H 10.96864 13.75952 9.09763  0.04

Force components x, y, z for each atom (eV/Å):
C 1.41 -0.41 -0.36
C -1.01 -3.03 -0.45
C 0.10 0.89 0.36
O 0.56 -0.52 0.99
C 0.09 -0.26 -0.54
O -0.88 1.19 -0.16
O -1.00 1.52 -1.09
H 0.50 0.72 0.03
H -0.41 0.34 0.30
H -0.01 0.25 -0.23
H 0.41 -0.02 0.82
H -0.25 -0.68 0.37
H 0.02 0.07 0.03
C -0.54 -0.65 -0.06
C -1.62 -0.33 1.78
C -0.06 0.17 0.31
O 1.15 -0.61 0.96
C -1.56 1.98 0.68
O -0.04 -0.47 -0.16
O 1.31 -0.48 -1.53
H 1.16 1.10 -0.63
H -0.28 -0.50 0.31
H -0.31 -0.20 0.09
H 0.18 0.39 -0.26
H 0.27 -0.78 -1.08
H 0.36 0.49 -0.20
C -0.19 0.69 -0.59
C 0.49 0.17 -0.22
C -0.15 -0.64 -0.50
O -0.32 -0.31 -0.04
C -1.10 -2.38 -0.13
O -0.02 0.07 0.28
O 1.01 2.41 0.39
H 0.62 0.43 -0.29
H -0.28 0.14 0.03
H -0.87 -0.23 0.52
H 0.94 -0.72 0.07
H -0.15 0.23 0.45
H 0.07 -0.20 0.09
C 1.35 -0.01 1.15
O 0.71 -0.77 -1.05
H 0.16 0.63 0.16
H -0.35 -0.65 -0.87
H -0.49 0.33 -0.48
H -1.19 0.37 1.02
C -0.37 -1.12 2.73
O -0.66 0.63 -0.13
H 1.18 0.63 -2.10
H 0.13 0.51 -0.38
H -1.27 -0.11 -0.04
H 0.63 -0.41 -0.09
C -0.69 -0.29 0.18
O -0.97 -0.11 -0.58
H 0.88 0.10 -0.20
H -0.03 0.14 0.08
H 0.14 0.10 0.16
H 1.00 0.20 0.28
C -0.39 -1.71 -1.46
O -0.55 0.77 -1.26
H 0.47 0.72 0.43
H 0.14 0.24 0.57
H -0.04 0.22 0.09
H 0.36 -0.38 1.40
C -0.05 -0.78 0.79
O -1.13 1.66 -0.82
H 0.86 0.11 -0.43
H 0.75 0.09 -0.31
H 0.00 0.28 0.35
H -0.42 -1.25 0.46
C -0.39 0.08 -1.05
O 1.02 -0.11 1.28
H -0.12 -0.59 1.64
H 0.22 -0.67 -0.27
H -0.26 0.77 -0.35
H -0.17 0.35 -1.28
C -0.64 1.17 -0.01
O 0.90 -0.76 0.34
H 0.20 -0.43 -0.16
H -0.28 0.22 0.77
H 0.07 -0.30 -1.01
H -0.25 0.15 0.21
C -1.23 -1.40 0.90
O -0.07 1.82 -1.72
H 0.61 0.76 0.13
H 0.10 0.03 -0.41
H 0.22 0.06 0.20
H 0.38 -1.11 0.69
C -0.56 -1.76 -0.56
O 0.42 -1.05 -0.69
H -0.20 1.01 -0.86
H 0.97 0.52 0.28
H -0.65 0.54 1.05
H -0.03 0.75 0.87

=====

Question: Among the records above, which one has the highest maximum force?
Answer: C21H53NO6

=====

Question: Which formula does entry 2 have?
Answer: C21H54O18